Entry 1:
The following is a quantum chemistry calculation of CH7O3 as an isolated structure at a distorted geometry, from OMol25.

The relative energy (zero: lowest compared OMol25 entry of this formula, charge and spin) comes out at 1.2172 eV. Its LUMO energy is 4.4 eV. As for the multiplicity: 1. The energy is -267.9947 Eh. For the largest force on an atom, the calculation gives 4.73 eV/Å. Its molecular weight is 67.06 g mol⁻¹. Its total charge is -1.

Element x y z (Å)
O (-0.807, -2.233, 0.997)
H (0.470, 0.005, -1.192)
H (-0.819, -1.350, 1.394)
O (1.324, 0.912, -0.642)
O (-0.128, -1.076, -1.391)
H (0.678, 2.392, 0.728)
H (0.512, 0.783, 1.267)
H (-0.299, -1.779, 0.254)
H (-0.761, -0.541, -1.918)
H (-0.620, 1.512, 0.068)
C (0.451, 1.374, 0.434)

Cartesian forces (eV/Å) of the 3 atoms listed first:
O 1.1 1.7 -0.4
H 1.6 -1.1 1.1
H -0.8 -0.3 1.2

---

Entry 2:
The following is a quantum chemistry calculation of a 4-piece molecular cluster, CH7O5 overall at a distorted geometry, from OMol25.

The relative energy (zero: lowest compared OMol25 entry of this formula, charge and spin) comes out at 1.2133 eV. Its LUMO energy is 3.9 eV. As for the multiplicity: 1. The energy is -418.5627 Eh. For the largest force on an atom, the calculation gives 5.12 eV/Å. Its molecular weight is 99.06 g mol⁻¹. Its total charge is -1.

Element x y z (Å)
H (-0.562, -2.003, 0.698)
C (1.001, 0.661, 0.802)
H (-1.463, 0.820, -0.320)
O (-0.972, -2.715, 1.174)
O (0.293, -0.275, 0.230)
O (2.286, 0.708, 1.113)
H (1.073, -0.127, -1.849)
H (-2.250, 1.903, 0.282)
H (-1.819, -2.732, 0.728)
H (0.389, 1.681, 0.807)
O (1.891, 0.456, -2.092)
O (-2.339, 1.167, -0.370)
H (2.471, 0.458, -1.202)

Cartesian forces (eV/Å) of the 3 atoms listed first:
H 1.2 1.2 -0.2
C 1.8 0.1 -1.3
H 1.6 -1.2 -0.1

---

no.,HOMO-LUMO gap (Eh)
1,0.307
2,0.338